{"formula": "C8H32O12", "method": "the ωB97M-V functional and the def2-TZVPD basis", "homo_ev": -9.73, "relative_energy_kcal_mol": 58.9, "e_lumo_ha": -0.01706, "smiles": "OCCO.OCCO.OCCO.OCCO.O.O.O.O", "orbital_gap_ha": 0.34041, "species": ["O", "C", "C", "O", "H", "H", "H", "H", "H", "H", "O", "C", "C", "O", "H", "H", "H", "H", "H", "H", "O", "C", "C", "O", "H", "H", "H", "H", "H", "H", "O", "C", "C", "O", "H", "H", "H", "H", "H", "H", "O", "H", "H", "O", "H", "H", "O", "H", "H", "O", "H", "H"], "positions_angstrom": [[-2.5287, 3.2306, -0.9950], [-2.8898, 3.2615, 0.4099], [-3.7668, 2.0219, 0.7696], [-4.1383, 2.0187, 2.1309], [-1.6810, 2.8163, -0.9884], [-1.9198, 3.3414, 0.9375], [-3.4480, 4.1255, 0.6794], [-3.4077, 0.9829, 0.4262], [-4.7925, 2.1375, 0.3374], [-4.6101, 1.1899, 2.2140], [5.8799, -1.0850, -2.6878], [5.3306, -1.6780, -1.5101], [3.9161, -1.2603, -1.2198], [3.5490, -2.0563, -0.1986], [6.7645, -1.4584, -2.8313], [5.3644, -2.7605, -1.5296], [5.9084, -1.3582, -0.6492], [3.2858, -1.5661, -2.0750], [3.9273, -0.2207, -1.0315], [2.6750, -1.6976, 0.0702], [-0.2044, -2.6403, 1.5868], [-1.3756, -3.4259, 1.6020], [-2.5585, -2.4811, 1.8440], [-3.8203, -3.2245, 1.8951], [0.4521, -3.3426, 1.3622], [-1.5573, -3.9958, 0.6656], [-1.3857, -4.0407, 2.4649], [-2.5256, -1.7599, 1.0311], [-2.3524, -1.9336, 2.7097], [-3.6277, -4.0635, 2.4083], [-0.6314, 1.3625, 0.0843], [-0.4220, 0.7066, 1.2686], [1.0709, 0.4243, 1.3917], [1.3801, -0.3047, 0.2111], [0.0105, 2.0929, -0.0401], [-0.6497, 1.4021, 2.0556], [-0.9760, -0.2163, 1.2940], [1.1913, -0.2492, 2.2874], [1.5628, 1.3541, 1.3398], [1.1916, 0.2909, -0.5080], [-1.8658, -1.1037, -1.1699], [-1.1496, -0.5391, -0.7704], [-1.4165, -1.8933, -1.4675], [1.4629, 1.2730, -2.0802], [2.0182, 1.1423, -2.8021], [1.8593, 2.0624, -1.6810], [0.9989, 3.5321, -0.2615], [1.9316, 3.5600, -0.0465], [0.8078, 4.1967, -0.9143], [-0.9815, 0.6176, -3.0811], [-1.5415, 0.1877, -2.3544], [-0.3149, 1.0236, -2.5837]], "atomic_forces_ev_per_a": [[-1.5, 1.0, 0.9], [0.9, -1.8, -0.5], [-1.1, -0.5, -1.2], [1.0, -0.1, 1.1], [0.6, -0.8, -0.3], [-0.7, -0.4, 0.4], [-0.6, 0.9, -0.2], [0.2, 1.7, 0.4], [1.1, 0.2, -1.1], [-0.2, -0.1, 0.5], [0.0, -0.2, 0.0], [0.9, 0.3, 0.0], [1.0, -1.1, -3.2], [-1.7, -0.6, 2.9], [-0.5, 0.2, 0.1], [0.0, -0.3, -0.3], [0.3, 0.0, 0.3], [0.2, 0.9, -0.3], [-0.5, 1.4, 0.3], [0.4, -0.3, 0.2], [1.0, -1.6, -0.7], [-1.8, 1.1, -0.4], [-0.3, -1.5, -1.8], [1.6, -0.4, 0.7], [0.0, 1.4, 0.3], [0.3, 0.2, 0.5], [0.3, -1.4, 0.8], [-0.8, -0.1, -0.3], [0.0, 0.7, 1.8], [-0.4, 1.5, -0.8], [-0.4, 0.6, -2.4], [1.5, 0.7, 1.6], [-2.1, -2.7, -0.1], [0.9, -0.9, 0.8], [-0.3, -0.4, 0.3], [-0.8, 0.0, 1.0], [-0.3, -0.1, 0.1], [0.6, 1.0, -0.9], [1.1, 1.1, 0.8], [0.0, 0.1, -0.9], [0.6, 0.9, 1.0], [-0.8, -0.8, -0.4], [0.2, -0.3, -0.2], [-0.6, 1.2, 2.0], [1.4, -0.9, -2.3], [-0.5, -0.1, 0.1], [0.0, -0.6, 0.4], [0.2, 0.4, 0.1], [0.0, 0.6, -0.4], [-2.7, -1.5, 0.2], [0.7, 0.6, -1.9], [1.7, 1.0, 0.9]]}

{"formula": "C8H32O8", "method": "the ωB97M-V functional and the def2-TZVPD basis", "homo_ev": -9.93, "relative_energy_kcal_mol": 108.8, "e_lumo_ha": 0.01392, "smiles": "CO.CO.CO.CO.CO.CO.CO.CO", "orbital_gap_ha": 0.37876, "species": ["C", "O", "H", "H", "H", "H", "C", "O", "H", "H", "H", "H", "C", "O", "H", "H", "H", "H", "C", "O", "H", "H", "H", "H", "C", "O", "H", "H", "H", "H", "C", "O", "H", "H", "H", "H", "C", "O", "H", "H", "H", "H", "C", "O", "H", "H", "H", "H"], "positions_angstrom": [[-17.8613, 5.1000, 13.6721], [-17.8662, 6.2783, 12.8290], [-18.6758, 5.0931, 14.3964], [-18.0268, 4.2480, 13.0127], [-16.9162, 5.1093, 14.2152], [-17.1352, 6.3206, 12.2081], [-7.9636, 9.2034, 10.9013], [-9.2878, 8.6807, 11.0305], [-7.7217, 9.3772, 9.8528], [-7.8138, 10.1326, 11.4511], [-7.2399, 8.4823, 11.2813], [-9.8226, 9.2067, 10.4314], [-11.1560, 11.8417, 8.0171], [-12.1238, 10.9778, 8.6165], [-10.9020, 12.5964, 8.7615], [-10.3157, 11.3118, 7.5686], [-11.5818, 12.3850, 7.1736], [-12.8220, 11.4364, 9.0895], [-18.9817, 1.1776, 8.8945], [-19.0028, -0.1775, 9.3312], [-19.3603, 1.1335, 7.8733], [-19.6436, 1.7684, 9.5278], [-18.0149, 1.6775, 8.9542], [-19.8155, -0.5480, 8.9794], [-13.7091, 5.5787, 9.9627], [-14.9864, 5.8860, 9.3881], [-13.8129, 5.5795, 11.0478], [-13.3607, 4.5735, 9.7254], [-12.9435, 6.3136, 9.7139], [-14.9122, 5.9339, 8.4322], [-14.6891, 5.6375, 4.1679], [-15.4626, 4.7038, 4.8740], [-13.6472, 5.5668, 4.4800], [-14.6930, 5.3820, 3.1083], [-15.0845, 6.6363, 4.3533], [-15.2466, 3.8033, 4.6210], [-15.3806, -0.0019, 12.9608], [-15.7801, -1.0881, 12.2315], [-15.3785, 0.8727, 12.3103], [-16.1389, 0.1910, 13.7196], [-14.4253, -0.0947, 13.4774], [-16.5300, -0.8138, 11.6986], [-7.7522, 3.8289, 10.1921], [-8.3639, 4.1889, 11.4104], [-8.4311, 3.6626, 9.3557], [-7.0518, 4.5916, 9.8518], [-7.2530, 2.8639, 10.2789], [-8.5168, 5.1350, 11.3548]], "atomic_forces_ev_per_a": [[0.6, 0.8, -1.2], [-1.1, 0.2, 0.8], [-0.1, 0.6, -0.2], [0.4, -0.4, 0.3], [0.0, -0.6, 0.0], [0.2, -0.5, 0.2], [0.1, -0.2, -0.1], [0.6, 0.2, 0.0], [0.1, 0.1, -0.1], [-0.2, 0.1, 0.1], [-0.2, -0.1, 0.1], [-0.3, -0.1, 0.1], [-1.3, 0.9, 0.2], [0.6, -1.0, -0.5], [0.8, 0.0, -0.1], [0.0, -0.4, 0.7], [-0.3, 0.1, -0.1], [0.3, 0.4, -0.2], [-0.9, -0.1, -0.1], [0.7, 0.0, 0.4], [0.2, 0.8, -0.2], [-0.2, 0.2, -0.1], [0.2, -0.7, -0.1], [0.1, -0.1, 0.1], [-0.3, 0.0, 0.2], [0.4, -0.1, 0.5], [-0.2, 0.2, 0.0], [0.0, 0.0, -0.4], [0.0, 0.0, -0.2], [0.1, -0.1, 0.0], [0.6, -0.6, -0.4], [-0.8, -0.2, 0.7], [0.2, 0.4, 0.2], [-0.1, 0.4, -0.3], [0.0, -0.2, -0.1], [0.2, 0.1, -0.1], [-0.7, 1.8, 0.8], [0.1, -1.9, -1.0], [0.5, 0.4, 0.1], [0.0, 0.3, 0.5], [0.0, -0.4, -0.4], [0.0, -0.2, -0.1], [0.3, -0.3, -0.7], [0.0, 0.0, -0.2], [-0.6, 0.2, 0.1], [0.3, -0.1, 0.1], [0.2, 0.2, 0.4], [-0.2, 0.1, 0.2]]}

{"formula": "C8H35BF4NO9", "method": "the ωB97M-V functional and the def2-TZVPD basis", "homo_ev": -6.72, "relative_energy_kcal_mol": 0.0, "e_lumo_ha": 0.09785, "total_charge": -1, "orbital_gap_ha": 0.34494, "species": ["B", "F", "F", "F", "F", "C", "C", "O", "H", "H", "H", "H", "H", "H", "C", "C", "O", "H", "H", "H", "H", "H", "H", "O", "H", "H", "O", "H", "H", "O", "H", "H", "O", "H", "H", "O", "H", "H", "O", "H", "H", "C", "C", "C", "O", "C", "N", "H", "H", "H", "H", "H", "H", "H", "H", "H", "H", "H"], "positions_angstrom": [[-0.1969, -0.3921, 1.0916], [-0.9942, -1.4352, 1.6086], [1.0791, -0.8433, 0.7498], [-0.8953, 0.2444, 0.0621], [-0.0427, 0.5528, 2.1603], [0.5495, 0.0898, 6.9991], [0.6912, 0.7017, 5.5911], [-0.4273, 0.2893, 4.8629], [0.3905, -0.9770, 6.8572], [-0.2808, 0.5448, 7.5346], [1.4872, 0.2329, 7.5399], [1.6235, 0.2869, 5.1825], [0.7976, 1.7925, 5.6156], [-0.4042, 0.5054, 3.9177], [-3.0412, -4.9259, -0.8722], [-2.1652, -3.7967, -0.3805], [-0.8218, -4.0148, -0.7377], [-3.0578, -5.0360, -1.9607], [-4.0771, -4.7537, -0.5794], [-2.6699, -5.8992, -0.5371], [-2.3389, -3.5865, 0.6780], [-2.5432, -2.8942, -0.8835], [-0.3035, -3.2416, -0.4930], [-2.6695, 0.6154, -1.9389], [-3.4133, 1.1108, -1.5824], [-2.1542, 0.3465, -1.1509], [-3.1353, 0.7157, 2.3006], [-3.1951, 0.1799, 1.5044], [-2.3136, 0.4305, 2.7093], [0.1688, 3.8585, 1.4778], [0.9314, 3.3142, 1.1891], [0.4418, 4.2246, 2.3230], [0.6230, -3.1321, 3.1855], [0.1199, -3.2021, 4.0019], [0.1086, -2.5109, 2.6397], [1.9054, -3.4956, 0.2866], [1.6112, -2.6130, 0.5621], [1.7434, -4.0438, 1.0626], [2.3771, 2.1253, 1.0273], [2.6497, 2.1560, 0.1030], [1.8611, 1.3044, 1.0984], [-0.4877, 3.2438, -3.7776], [0.1846, 1.9319, -4.2322], [1.6295, 2.2781, -4.6451], [2.2539, 1.0707, -5.0419], [3.4793, 1.3024, -5.6953], [0.1703, 0.9541, -3.1606], [0.1154, 3.6698, -2.9667], [-1.4729, 3.0468, -3.3581], [-0.5173, 4.0228, -4.5466], [-0.2705, 1.6352, -5.1802], [2.1556, 2.6956, -3.7724], [1.6793, 3.0123, -5.4584], [4.2345, 1.8465, -5.1198], [3.2805, 1.8932, -6.6007], [3.8703, 0.3358, -6.0039], [0.4960, 1.4103, -2.3096], [-0.8195, 0.8219, -2.9370]], "atomic_forces_ev_per_a": [[-0.5, 0.6, 1.1], [0.2, -0.3, -0.3], [-0.3, 0.2, -0.4], [0.5, -0.2, -0.2], [0.2, 0.0, -0.4], [0.3, 0.6, -0.8], [0.5, -0.6, 0.5], [-0.8, -0.2, -0.1], [-0.1, -0.1, 0.2], [0.0, -0.1, 0.1], [-0.1, 0.0, 0.2], [-0.1, 0.1, -0.3], [-0.1, 0.0, 0.1], [0.6, 0.1, 0.2], [0.2, -0.6, -0.3], [-0.8, 0.8, -0.8], [-0.3, -0.3, 0.2], [0.2, 0.4, 0.0], [0.0, -0.2, 0.3], [-0.2, 0.1, 0.4], [0.4, -0.4, 0.2], [0.1, 0.1, 0.0], [0.2, -0.2, 0.0], [0.0, -0.2, 0.4], [0.1, 0.0, 0.0], [-0.2, 0.2, -0.4], [-0.4, 0.0, 0.0], [0.1, 0.0, 0.0], [0.1, 0.0, 0.0], [0.3, 0.0, -0.3], [-0.4, 0.2, 0.3], [0.0, -0.1, 0.0], [-0.1, 0.0, -0.1], [0.0, 0.1, 0.0], [0.1, -0.2, 0.2], [0.0, 0.2, 0.1], [0.3, -0.1, 0.0], [-0.1, 0.1, 0.0], [-0.1, -0.2, -0.3], [0.0, -0.1, 0.1], [0.1, 0.1, 0.1], [0.5, 0.1, 0.1], [0.8, 1.9, -0.3], [-0.2, -0.9, 0.7], [0.5, 0.3, 0.0], [-0.5, 0.0, -0.6], [-0.8, -0.2, -0.2], [-0.1, -0.1, 0.1], [-0.1, 0.1, -0.2], [-0.2, -0.2, -0.1], [-0.4, -0.8, 0.4], [0.1, 0.1, 0.0], [-0.2, 0.0, 0.0], [-0.1, -0.1, 0.4], [0.2, 0.0, -0.1], [0.1, 0.0, 0.1], [0.3, 0.0, -0.1], [0.2, -0.4, -0.1]]}